{
  "formula": "C13H14CuN2OS2Se3Te",
  "method": "ωB97M-V/def2-TZVPD",
  "elements": ["H", "C", "H", "C", "H", "C", "S", "C", "C", "Se", "C", "H", "H", "C", "Te", "H", "S", "O", "H", "H", "H", "C", "N", "H", "C", "C", "H", "Se", "Cu", "C", "N", "Se", "C", "H", "C", "H", "H"],
  "xyz": [[9.612, 11.192, 13.967], [5.828, 4.160, 15.611], [5.846, 4.335, 13.452], [7.497, 10.847, 13.864], [5.506, 10.093, 13.772], [5.640, 6.937, 15.696], [5.711, 7.327, 12.978], [8.854, 10.445, 13.688], [8.225, 8.136, 13.421], [5.520, 7.981, 8.825], [5.666, 6.291, 14.472], [8.150, 6.227, 5.942], [5.754, 6.715, 17.783], [5.793, 4.926, 14.413], [3.736, 7.099, 7.419], [10.462, 4.627, 7.838], [8.712, 6.218, 9.476], [6.407, 6.355, 12.014], [9.419, 4.580, 6.384], [5.841, 8.017, 15.768], [7.166, 11.782, 14.233], [8.799, 5.891, 7.778], [9.657, 4.965, 7.315], [8.558, 7.070, 13.482], [5.636, 4.816, 16.836], [5.594, 6.189, 16.852], [10.314, 8.858, 13.547], [5.200, 4.211, 9.768], [6.520, 6.082, 10.035], [9.231, 9.127, 13.529], [8.015, 6.455, 6.880], [3.457, 4.768, 8.464], [6.514, 9.845, 13.690], [5.553, 4.303, 17.812], [6.885, 8.520, 13.451], [7.321, 7.154, 7.228], [5.979, 3.084, 15.537]],
  "atomic_forces_ev_per_a": [[-0.20, -0.34, -0.60], [-0.57, 0.93, -0.19], [0.06, 1.18, 1.03], [0.42, -3.12, -0.55], [-1.63, 0.37, 0.03], [0.43, 0.55, 0.18], [-0.47, -2.35, -0.75], [-0.75, 1.69, 1.55], [1.49, -0.02, 0.69], [0.16, 0.41, -0.07], [0.32, 1.00, -0.06], [-0.12, -0.02, -1.63], [-0.51, -0.01, 0.23], [-0.05, -2.31, -0.45], [-0.04, -0.40, 0.21], [-0.83, 0.12, -0.11], [1.03, -0.03, -0.80], [-0.42, 1.16, 1.45], [0.87, 0.26, 1.04], [-0.52, -0.54, -0.10], [0.17, 1.00, -0.08], [0.06, -0.28, 1.57], [0.00, -0.50, -1.35], [-0.69, 0.97, -0.61], [0.14, -1.25, -0.07], [0.58, 0.95, 0.28], [-1.15, 0.17, -0.08], [-0.40, -0.31, -0.30], [-0.19, 0.38, -0.75], [-0.25, -0.98, -0.18], [-0.82, 1.07, 2.04], [-0.13, -0.07, -0.13], [2.12, 0.22, -0.19], [0.30, 0.02, -0.83], [1.43, 0.54, -0.08], [0.34, -0.74, -0.47], [-0.18, 0.28, 0.11]],
  "mulliken_charge": [0.3117, -0.4581, 0.2347, -0.6080, 0.5112, -0.3883, 0.2380, -0.3210, -0.0423, -0.4693, 0.5626, 0.1746, 0.3287, -0.1753, 0.0271, 0.2162, -0.4567, -0.0950, 0.1923, 0.2848, 0.4155, 0.7834, -0.4413, 0.3332, -0.4118, -0.5522, 0.3311, -0.1093, 0.0157, -0.6177, -0.3166, -0.0691, -0.2257, 0.3398, -0.0080, 0.0809, 0.3844],
  "multiplicity": 2,
  "total_charge": 0,
  "lumo_energy_ev": [0.07, -1.38]
}